(1)
{"formula": "C38H32GeLuN3O4S", "method": "ωB97M-V with the def2-TZVPD basis set", "elements": ["Lu", "Ge", "S", "O", "O", "O", "O", "N", "N", "N", "C", "C", "C", "C", "C", "C", "C", "C", "C", "C", "C", "C", "C", "C", "C", "C", "C", "C", "C", "C", "C", "C", "C", "C", "C", "C", "C", "C", "C", "C", "C", "C", "C", "C", "C", "C", "C", "C", "H", "H", "H", "H", "H", "H", "H", "H", "H", "H", "H", "H", "H", "H", "H", "H", "H", "H", "H", "H", "H", "H", "H", "H", "H", "H", "H", "H", "H", "H", "H", "H"], "coordinates": [[0.338, 1.378, 1.584], [-0.253, -1.445, -0.979], [1.777, 3.481, 4.202], [1.179, 2.086, 5.230], [3.236, 3.268, 4.359], [-1.206, 2.658, 1.077], [1.343, 3.057, 2.770], [1.842, 2.022, -0.246], [0.501, 0.368, 3.626], [-0.122, 0.173, 5.845], [3.195, 5.394, -0.587], [0.115, -3.399, -0.833], [0.141, 1.208, 4.843], [-1.591, 3.017, -0.150], [-4.826, -2.175, -1.659], [2.042, 6.181, -0.775], [0.064, -4.137, -2.013], [-4.076, -1.646, -2.728], [2.000, -0.530, -4.923], [0.430, -2.306, 6.008], [2.038, -1.638, -2.781], [0.729, -6.109, -0.821], [-0.705, 3.732, -0.996], [1.829, 3.460, -0.357], [0.521, -4.007, 0.357], [0.688, 4.160, -0.695], [0.909, -0.934, -2.392], [0.856, -3.406, 5.268], [-0.331, -0.574, 0.839], [-2.885, 2.668, -0.670], [0.339, -1.049, 5.381], [-1.203, 4.211, -2.242], [0.408, 0.103, -3.220], [2.568, -1.435, -4.045], [-2.472, 3.907, -2.686], [3.080, 4.054, -0.281], [1.284, -3.199, 3.939], [1.157, -1.989, 3.251], [-2.762, -1.307, -2.472], [0.736, -5.390, 0.390], [-3.368, 3.165, -1.880], [-4.311, -2.251, -0.352], [-2.968, -1.957, -0.144], [0.693, -0.869, 3.987], [0.977, 0.332, -4.481], [-2.163, -1.524, -1.202], [0.381, -5.502, -2.045], [0.812, 5.568, -0.863], [1.838, -4.049, 3.433], [2.125, 7.261, -0.939], [2.448, -2.393, -2.101], [2.330, -0.527, -5.967], [-4.447, -1.597, -3.695], [-4.944, -2.577, 0.490], [0.978, -7.157, -0.807], [-0.777, -1.508, 1.300], [0.953, -4.404, 5.754], [-0.193, -3.642, -2.961], [-0.386, 0.802, -2.859], [4.191, 5.875, -0.636], [0.552, 1.108, -5.111], [-4.323, 2.928, -2.302], [1.513, 1.568, -1.124], [-5.835, -2.502, -1.870], [-0.836, 1.737, 4.633], [0.023, -2.470, 7.014], [-2.108, -0.835, -3.230], [0.551, -3.469, 1.353], [-2.503, -2.123, 0.806], [0.948, -5.997, 1.287], [-3.541, 2.081, -0.016], [-0.193, 0.415, 6.828], [-0.092, 6.160, -1.158], [3.485, -2.033, -4.288], [-0.608, 4.869, -2.812], [0.474, -6.037, -2.973], [2.783, 1.661, -0.044], [3.972, 3.499, -0.027], [1.441, -1.818, 2.200], [-2.788, 4.305, -3.617]], "atomic_forces_ev_per_a": [[0.2, -1.5, 0.9], [0.0, 0.5, 5.0], [0.6, -2.5, -1.1], [0.2, 0.8, -0.3], [-1.5, 0.5, -0.1], [-1.2, 1.1, -1.7], [0.5, 0.7, 2.0], [-0.5, -0.6, -0.4], [-0.7, 3.9, 0.0], [-0.1, 0.7, 0.2], [0.3, 1.0, 0.6], [0.5, 0.5, -0.2], [-0.5, -1.3, -1.7], [0.5, -0.7, 0.6], [-0.1, 0.4, -0.1], [0.6, 0.0, -0.5], [0.1, -0.8, -0.5], [0.6, -0.6, 2.6], [-0.3, 0.6, -0.4], [-1.0, 1.3, 0.0], [-0.2, -0.1, 0.2], [-0.4, 0.5, -0.3], [-0.6, -0.4, -1.0], [0.5, -1.5, -0.4], [-0.6, -0.3, 1.6], [-1.0, 1.8, 0.2], [-1.1, 1.2, -1.2], [0.9, -0.5, -0.7], [0.9, -1.2, -1.8], [-0.5, 0.6, 0.3], [0.7, -1.8, -0.2], [-0.7, -1.2, 1.4], [0.7, 0.6, -0.2], [1.3, -0.8, 0.2], [-0.3, -0.1, 1.0], [0.0, 1.4, -0.4], [0.6, -1.5, -0.1], [0.2, 0.7, 0.7], [1.0, 0.4, 0.6], [0.3, -0.7, -1.0], [2.2, -0.1, 0.1], [-0.1, -0.1, -0.6], [0.0, -0.2, -0.7], [0.0, -2.5, 1.7], [-0.1, -0.8, 0.3], [-1.3, -0.2, -2.3], [0.5, 0.7, 1.5], [0.0, 0.1, 0.0], [-1.0, 0.9, 0.4], [0.0, -0.4, 0.0], [-0.1, 0.2, -0.4], [0.1, 0.3, 0.4], [-0.9, 0.2, -1.6], [0.3, 0.1, -0.5], [0.0, -0.3, 0.0], [0.5, 1.0, 0.0], [0.0, 0.8, -0.5], [0.0, -0.1, 0.4], [0.5, -0.9, -0.3], [-0.7, -0.3, 0.2], [0.2, -0.1, -0.1], [-0.5, -0.2, 0.2], [0.2, 0.3, 0.9], [-0.2, 0.0, 0.1], [1.1, 0.1, 0.2], [0.3, 0.3, -0.2], [-0.6, -0.5, 0.1], [0.0, -0.4, -1.6], [0.0, 0.1, 0.4], [0.0, 0.8, -0.2], [0.4, 0.1, -0.2], [0.3, -0.1, -0.5], [1.0, -0.6, 0.6], [-1.0, 0.6, -0.2], [0.8, 0.4, -0.7], [-0.2, -0.2, -0.2], [-0.6, 0.3, -0.2], [-0.1, -0.3, -0.1], [-0.1, -0.3, 0.7], [-0.4, 0.3, -0.8]], "homo_ev": 0.2991, "total_charge": -2, "relative_energy_kcal_mol": 33.9, "total_energy_ev": -153557.2901}


(2)
{"formula": "C5H11NO", "method": "ωB97M-V with the def2-TZVPD basis set", "elements": ["O", "N", "C", "C", "C", "C", "C", "H", "H", "H", "H", "H", "H", "H", "H", "H", "H", "H"], "coordinates": [[2.335, 1.788, 0.131], [-1.683, -1.540, 0.269], [1.378, 1.549, -0.630], [0.600, 0.235, -0.650], [-0.424, 0.995, 0.220], [-1.711, -0.162, 0.561], [1.375, -0.895, -0.010], [0.963, -1.876, -0.266], [1.197, 2.178, -1.519], [1.452, -0.778, 1.074], [-1.121, -2.083, 0.917], [-0.108, 1.234, 1.240], [-2.580, 0.269, 0.058], [0.228, 0.004, -1.649], [-1.832, -0.020, 1.635], [-0.994, 1.773, -0.296], [-1.479, -1.763, -0.699], [2.404, -0.908, -0.386]], "atomic_forces_ev_per_a": [[-2.5, -0.3, -1.4], [0.5, -0.7, -0.1], [4.2, -1.3, -0.6], [1.1, 2.6, 1.0], [-3.8, -4.2, 0.7], [0.4, 2.7, 0.2], [0.3, -0.4, 0.0], [-0.1, 0.2, 0.3], [-0.4, 0.6, 0.5], [-0.1, -0.1, -0.1], [0.0, 0.1, -0.4], [0.4, 0.3, -0.6], [0.0, 0.1, 0.1], [-0.1, 0.2, 0.1], [-0.3, -0.2, -0.1], [0.6, 0.1, 0.2], [0.0, -0.1, 0.3], [-0.1, 0.2, 0.0]], "homo_ev": -8.6069, "relative_energy_kcal_mol": 61.3, "total_energy_ev": -8899.0400}


(3)
{"formula": "C3H6N3", "method": "ωB97M-V with the def2-TZVPD basis set", "elements": ["N", "N", "N", "C", "C", "C", "H", "H", "H", "H", "H", "H"], "coordinates": [[-0.461, -0.269, 0.107], [0.690, -0.768, 0.565], [-1.580, -0.692, 0.544], [1.708, -0.455, -0.262], [1.246, 0.419, -1.263], [-0.168, 0.411, -0.992], [0.696, -1.390, 1.298], [-0.947, 1.015, -1.610], [-2.269, -0.111, 0.203], [1.892, 0.858, -1.951], [2.646, -0.855, -0.088], [-2.122, -0.387, 2.705]], "atomic_forces_ev_per_a": [[2.0, 0.4, -0.9], [1.2, 0.6, -1.9], [-0.2, -2.5, 2.8], [-2.0, 1.3, -0.2], [-2.7, -2.5, 3.1], [0.7, 3.9, -3.9], [-0.2, -1.7, 2.0], [1.3, -1.5, 1.5], [-2.2, 1.6, -1.2], [0.3, 0.8, -1.3], [1.7, -0.5, 0.4], [0.1, 0.1, -0.4]], "homo_ev": [-14.2237, -14.3868], "total_charge": 1, "relative_energy_kcal_mol": 135.6, "total_energy_ev": -7665.4943}


(4)
{"formula": "C8H11N4", "method": "ωB97M-V with the def2-TZVPD basis set", "elements": ["N", "N", "N", "N", "C", "C", "C", "C", "C", "C", "C", "C", "H", "H", "H", "H", "H", "H", "H", "H", "H", "H", "H"], "coordinates": [[0.750, -2.456, 0.824], [1.349, 0.954, -0.468], [2.483, 0.451, -0.058], [-0.971, -0.260, -0.129], [2.487, -0.760, 0.427], [1.224, -1.263, 0.332], [-2.865, -0.216, 0.885], [-3.065, 0.199, -0.444], [1.104, 2.292, -0.876], [-1.864, 0.137, -1.048], [-1.573, -0.518, 1.094], [0.411, -0.244, -0.194], [-1.591, 0.184, -2.132], [0.098, 2.489, -1.124], [-3.976, 0.442, -0.745], [1.125, 2.940, -0.021], [-3.739, -0.218, 1.533], [3.448, -1.191, 0.716], [3.371, 1.015, -0.176], [1.389, -3.244, 0.784], [-0.932, -0.722, 1.867], [1.610, 2.603, -1.760], [-0.272, -2.614, 0.714]], "atomic_forces_ev_per_a": [[-0.6, -0.1, -0.2], [-4.2, -5.3, 1.1], [4.0, 3.3, -0.6], [2.8, -0.2, 0.3], [1.5, -0.5, 0.0], [-2.3, 0.1, 0.0], [-2.0, 0.1, 1.2], [3.0, -1.0, 1.5], [-0.4, 0.8, 0.6], [-0.3, 0.5, -3.2], [-0.9, 0.9, -1.7], [2.2, 2.0, -0.4], [-0.2, 0.2, 1.3], [-1.6, -0.9, -0.5], [-3.5, 1.0, -1.9], [1.1, 0.6, 0.4], [0.7, -0.3, 0.4], [-0.6, 0.0, 0.0], [-1.6, -0.9, 0.1], [-0.6, 0.1, 0.0], [0.9, -0.6, 2.0], [1.1, 0.2, -0.3], [1.4, -0.2, 0.0]], "homo_ev": -12.1551, "total_charge": 1, "relative_energy_kcal_mol": 52.9, "total_energy_ev": -14425.7818}


(5)
{"formula": "C4H5NO2S", "method": "ωB97M-V with the def2-TZVPD basis set", "elements": ["S", "O", "O", "N", "C", "C", "C", "C", "H", "H", "H", "H", "H"], "coordinates": [[-1.845, -1.678, -0.049], [1.353, 0.568, 0.022], [-1.734, 2.136, 0.169], [2.057, -0.561, -0.321], [-0.790, -0.554, 0.373], [3.209, -0.554, 0.229], [-0.021, 0.520, -0.357], [-0.557, 1.895, -0.093], [3.608, 0.289, 0.817], [-0.049, 0.251, -1.459], [0.234, 2.695, -0.206], [3.817, -1.422, -0.003], [-0.477, -0.504, 1.438]], "atomic_forces_ev_per_a": [[0.2, 0.5, -0.5], [-0.5, 0.9, 0.6], [2.6, -0.5, -0.5], [0.7, -0.4, 0.5], [0.7, 0.1, 1.8], [-0.4, 0.1, -0.6], [0.2, -1.8, -2.1], [-1.9, 1.4, 0.1], [-0.4, -0.5, -0.1], [-0.2, 0.7, 0.9], [-0.7, -0.4, 0.2], [0.0, 0.2, 0.1], [-0.3, -0.2, -0.4]], "homo_ev": -8.9931, "relative_energy_kcal_mol": 105.2, "total_energy_ev": -20645.6166}